ORCA calculation (ωB97M-V/def2-TZVPD) on a structure of composition C14H45IN2O7P in a non-equilibrium geometry.

Values from the calculation:
Kohn-Sham gap ... 8.6 eV
Lowest unoccupied orbital energy ... -2.9 eV

```
! RIJCOSX wB97M-V def2-TZVPD def2/J DEFGRID3
* xyz 1 1
I 0.17667 -0.15332 -3.40826
P -2.57416 -0.34668 -1.90468
O -8.09382 5.13908 2.68131
O -2.29101 -3.38293 1.73710
O 4.11085 -0.89513 -2.11898
O 7.26697 1.50675 0.35297
O -5.31279 2.49991 0.89858
O 4.99670 -0.16605 2.08409
O 7.27672 -2.41130 -2.36525
N 0.48629 0.30363 0.93254
N -1.51448 0.86576 -1.03424
C -4.35396 -0.00628 -1.50605
C -3.05909 -4.57461 1.54148
C -5.13625 -1.19280 -0.94904
C -6.34610 3.17341 0.16727
C -2.23935 -1.95203 -1.11484
C -0.91391 0.18643 1.32921
C 4.78034 -1.55473 2.32361
C -0.04389 0.63585 -1.37962
C 7.58581 -3.40156 -3.34192
C -6.95654 5.98861 2.83304
C 0.65139 -0.26079 -0.41252
C -1.76469 1.05417 0.44477
C 8.64196 1.41158 -0.01083
C 5.20572 -0.19343 -1.50704
H -7.24377 7.03796 2.73958
H 5.69465 -0.88151 -0.82373
H -5.39174 -1.88311 -1.74301
H -1.51159 2.08491 0.67398
H -3.72355 -4.40309 0.69806
H 7.24044 -3.09706 -4.33306
H -4.77487 0.26576 -2.46444
H -2.81752 0.94634 0.66450
H -2.41161 -5.42336 1.31567
H 4.55537 -2.08464 1.39357
H -1.23699 -2.29284 -1.32074
H 8.66628 -3.51275 -3.36561
H -3.65905 -4.80058 2.42405
H -2.89905 -2.63143 -1.64563
H -6.93951 2.45596 -0.40472
H 7.13770 -4.36402 -3.08285
H 8.84559 2.19585 -0.73507
H -6.99669 3.72170 0.85000
H 9.28871 1.55664 0.85783
H 4.19149 0.20214 1.70633
H -1.76301 1.75219 -1.47426
H 8.86178 0.44275 -0.46696
H 0.29220 -1.28776 -0.45814
H 6.31775 -2.31496 -2.34456
H 1.03678 -0.24110 1.58750
H 3.96595 -1.70848 3.03695
H -4.44149 0.87550 -0.87811
H -5.87060 3.87090 -0.51706
H 3.68120 -0.28591 -2.72940
H -4.63287 -1.70243 -0.13810
H -6.07681 -0.82122 -0.55502
H -1.70339 -3.53895 2.48475
H 5.69471 -1.96078 2.74576
H -2.48066 -2.00165 -0.06164
H 5.92468 0.12869 -2.26006
H -1.00513 0.60867 2.32139
H 4.85730 0.67260 -0.94226
H -6.24871 5.74242 2.04555
H 1.70209 -0.24507 -0.67527
H 0.41108 1.61098 -1.40986
H -8.71174 5.35939 3.38662
H 7.08160 0.81226 0.99664
H -1.26126 -0.84929 1.31704
H -5.74383 1.89084 1.50826
H -6.48129 5.82398 3.80287
*
```

---

ORCA calculation (ωB97M-V/def2-TZVPD) on a cluster of 9 separate species, C14H46N10O9 in total in a non-equilibrium geometry.

Values from the calculation:
Kohn-Sham gap ... 9.9 eV
Lowest unoccupied orbital energy ... 0.4 eV
Energy relative to the best compared isomer or geometry (same formula, charge and spin) ... 0.0 kJ/mol

```
! RIJCOSX wB97M-V def2-TZVPD def2/J DEFGRID3
* xyz 0 1
O 14.28612 5.50333 11.85457
O 9.39232 6.31422 8.56976
O 10.23926 13.43702 12.17245
O 13.65501 13.48332 10.00584
O 8.58253 8.53088 13.01794
O 8.62737 10.89364 5.48679
O 12.01405 11.61310 16.57285
O 11.23833 10.61520 9.52005
O 8.24614 5.47844 11.22127
N 10.08442 8.71396 10.31297
N 8.97289 11.84958 7.52300
N 9.96439 15.54682 12.89356
N 11.56427 15.12081 11.43494
N 10.58531 10.65936 6.46995
N 9.53018 10.86433 10.99477
N 7.29655 6.75990 7.85861
N 13.85986 11.24768 10.63221
N 15.67324 12.62663 10.39477
N 8.97621 7.05010 6.42810
C 13.54828 6.50315 9.83857
C 12.42913 7.03882 12.05658
C 7.20842 8.67698 15.02906
C 14.32017 12.49645 10.29530
C 8.64808 6.68944 7.65291
C 7.45608 9.13617 13.62327
C 13.72513 6.67720 11.28170
C 10.32094 10.09094 10.18043
C 11.41181 10.22718 14.69357
C 10.52990 14.61500 12.16344
C 6.25145 8.59599 12.67828
C 9.37856 11.10141 6.42456
C 10.25550 12.37812 15.16141
C 10.93374 11.19122 15.74761
H 14.51381 10.49315 10.53257
H 5.24720 8.66517 13.13003
H 9.04312 15.40789 13.23496
H 9.28116 11.94620 14.90389
H 9.08552 7.93097 13.57563
H 12.07708 10.73839 13.97588
H 9.63017 11.92323 8.28330
H 8.38825 7.58378 5.84132
H 11.96518 7.89245 11.53174
H 6.41841 9.33869 15.42706
H 10.18345 10.76461 16.45735
H 6.23765 9.18700 11.76053
H 10.37515 8.01180 9.62534
H 7.62724 10.22858 13.63277
H 11.79886 6.16424 11.98778
H 14.47470 6.14600 9.40305
H 9.29079 8.49681 10.88286
H 14.45017 7.50713 11.35984
H 16.26096 11.85840 10.62785
H 13.29823 7.50722 9.49645
H 8.12173 12.37936 7.49332
H 12.72682 5.83328 9.60570
H 6.86895 7.44564 7.27315
H 12.59091 7.28027 13.09068
H 12.83606 11.41223 16.08744
H 8.97754 10.24206 11.57682
H 10.75463 12.69372 14.23103
H 7.02879 6.73529 8.83539
H 12.91184 11.02056 10.36904
H 8.56435 6.01241 11.92467
H 12.07146 14.53176 10.77774
H 10.12351 13.16507 15.90246
H 8.07802 8.70253 15.69424
H 10.64771 9.84370 14.00375
H 11.72801 16.11791 11.37832
H 14.15914 5.58312 12.80306
H 8.75811 5.69706 10.43810
H 16.12776 13.50788 10.25115
H 9.80571 11.81865 11.31155
H 6.77089 7.66422 15.02143
H 11.88310 9.32302 15.06944
H 10.97368 10.09954 5.72899
H 10.17594 16.44506 12.47541
H 11.00095 10.90174 7.35440
H 9.92607 7.13343 6.19657
H 6.40225 7.53159 12.45239
*
```

---

ORCA calculation (ωB97M-V/def2-TZVPD) on a cluster of 9 separate species, C14H46O9 in total in a non-equilibrium geometry.

Values from the calculation:
Kohn-Sham gap ... 10.7 eV
Lowest unoccupied orbital energy ... 0.7 eV
Energy relative to the best compared isomer or geometry (same formula, charge and spin) ... 257.1 kJ/mol

```
! RIJCOSX wB97M-V def2-TZVPD def2/J DEFGRID3
* xyz 0 1
O 3.44245 -1.55987 5.10960
O 3.29471 -1.08014 -0.28436
O -4.97183 2.47006 0.02391
O -0.66806 1.33319 -4.00905
O 3.57270 -2.80863 2.67630
O -0.12682 0.02341 -1.67552
O -2.24915 1.78068 0.38863
O 3.79631 0.56457 3.21904
O -3.15115 1.77247 -3.05066
C 5.25762 0.48365 3.44397
C -1.31268 0.10498 1.91358
C -0.58697 0.93380 -5.34898
C -0.53144 -1.25469 -2.17911
C 2.04100 -1.46718 5.50346
C -4.14816 3.32807 -4.50459
C 1.11044 -1.13730 4.39190
C 2.93758 -2.95840 -1.58695
C -2.02871 -1.29837 -2.14131
C -4.28368 2.65586 -3.13662
C -2.49952 0.54405 1.08496
C -5.63385 3.22738 0.99920
C 4.89339 -2.95799 2.15785
C 3.12601 -1.48310 -1.59473
H 3.43314 -0.06997 3.82060
H 1.10863 -1.84935 3.59391
H 3.92850 -3.43373 -1.41943
H 5.58313 -2.45314 2.74201
H -1.35058 1.70667 0.07280
H -4.98380 3.48795 1.87928
H -6.48324 2.65927 1.32399
H -0.16558 -1.48153 -3.15417
H -4.02774 2.48316 0.18444
H -2.71889 -0.23424 0.41839
H 2.61218 -3.21362 -2.56709
H 2.17800 -3.20930 -0.81379
H 2.99939 -0.20537 -0.11956
H -1.19574 0.80432 2.70669
H 3.43733 -2.16944 4.33913
H -4.30044 2.59881 -5.30912
H -3.11650 3.72481 -4.51553
H 0.06175 -1.16362 4.80023
H 1.75286 -2.49938 5.83964
H -0.15985 0.52201 -2.51287
H 1.30684 -0.09111 4.06702
H 5.70968 0.06846 2.57576
H -1.43279 0.17966 -5.59849
H -0.68618 1.77005 -6.03010
H -1.50711 -0.91261 2.23478
H -0.38869 0.01348 1.35705
H -3.38632 0.71386 1.68326
H -3.11849 1.48708 -2.12632
H -2.29495 -1.26726 -1.04522
H -2.49201 -2.25543 -2.54010
H 5.48248 -0.14781 4.34725
H 1.84838 -0.81223 6.29124
H 5.18840 -4.01770 2.21083
H -4.93184 4.04421 -4.57412
H -0.04349 -1.98488 -1.52087
H 5.68211 1.48780 3.72251
H -5.95199 4.20053 0.60357
H 3.99467 -1.11686 -2.22480
H -2.40055 -0.51290 -2.76414
H 4.88821 -2.60233 1.12909
H 3.20463 -2.16125 2.08005
H -1.62995 1.52457 -3.83352
H -5.26232 2.15572 -3.03165
H -4.30149 3.39988 -2.35097
H 0.43537 0.56755 -5.39067
H 2.21468 -0.95128 -1.98148
*
```

---

Record-wise HOMO level values, in eV: -11.45; -9.49; -9.96